Record 1
C31H53BrNP3Zn | the ωB97M-V functional and the def2-TZVPD basis

## Properties
- Strongest force on any atom: 5.57 eV Å⁻¹
- Highest occupied orbital energy (alpha / beta): -12.29 / -12.29 eV
- LUMO energy (alpha / beta): -9.0 / -9.0 eV
- ΔE to the lowest compared entry with this formula, charge and spin: 0.00 kJ/mol
- Net charge: +2

```
90
Properties=species:S:1:pos:R:3:lowdin_charge:R:1
C 5.839 0.267 -0.743 0.015
C 5.317 0.102 -2.052 -0.211
C 6.273 -0.086 -3.070 -0.002
C 7.637 0.006 -2.763 -0.102
N 8.100 0.197 -1.538 0.094
C 7.229 0.327 -0.545 -0.097
C 3.870 0.149 -2.310 -0.004
C 2.757 0.361 -1.658 -0.103
C 1.972 0.879 -0.576 -0.222
C 1.227 0.054 0.299 -0.003
C 0.025 0.515 0.795 -0.160
C -0.458 1.796 0.434 -0.681
C 0.481 2.727 -0.044 -0.076
C 1.698 2.274 -0.539 -0.009
Zn 2.178 0.044 -3.466 0.911
P -1.596 -2.322 0.230 0.953
H 5.962 -0.294 -4.094 0.116
H 5.193 0.363 0.138 0.124
H 8.383 -0.070 -3.558 0.127
H 7.656 0.497 0.446 0.127
H 2.401 2.971 -1.004 0.140
H 1.566 -0.969 0.495 0.131
H 0.248 3.782 -0.079 0.127
H -0.598 -0.145 1.390 0.004
C -3.430 -2.359 0.027 -0.414
C -4.059 -3.490 -0.781 -0.152
H -3.678 -1.383 -0.427 0.057
H -3.842 -2.355 1.048 0.080
H -5.153 -3.408 -0.710 0.082
H -3.806 -3.441 -1.849 0.065
H -3.786 -4.482 -0.397 0.063
C -0.974 -3.338 -1.164 -0.435
C 0.535 -3.574 -1.126 -0.146
H -1.262 -2.840 -2.111 0.026
H -1.525 -4.290 -1.133 0.074
H 0.846 -4.081 -2.048 0.078
H 1.101 -2.639 -1.054 0.032
H 0.802 -4.216 -0.280 0.075
C -1.301 -3.418 1.692 -0.412
C -1.863 -4.835 1.641 -0.143
H -1.726 -2.870 2.549 0.063
H -0.209 -3.449 1.839 0.070
H -1.540 -5.367 2.545 0.080
H -2.959 -4.854 1.639 0.069
H -1.494 -5.415 0.786 0.069
Br -2.244 2.146 0.347 0.956
P -0.060 0.989 -4.302 0.985
C -0.469 -0.674 -3.459 -0.439
C -1.711 -1.315 -4.097 -0.104
H -0.621 -0.461 -2.389 0.068
H 0.400 -1.343 -3.591 0.042
H -1.867 -2.318 -3.693 0.070
H -2.618 -0.739 -3.888 0.078
H -1.605 -1.399 -5.184 0.095
C -1.572 1.771 -3.550 -0.393
C -2.079 3.071 -4.184 -0.117
H -1.369 1.912 -2.474 0.048
H -2.399 1.044 -3.622 0.069
H -2.839 3.506 -3.517 0.092
H -1.303 3.830 -4.341 0.057
H -2.568 2.879 -5.151 0.093
C 1.023 2.536 -3.964 -0.401
C 2.206 2.581 -4.930 -0.159
H 1.315 2.603 -2.898 0.040
H 0.383 3.400 -4.214 0.074
H 3.070 3.051 -4.450 0.089
H 2.475 1.572 -5.289 0.033
H 1.902 3.193 -5.788 0.100
C -2.949 -0.836 5.109 -0.159
C -2.698 0.667 4.977 -0.438
P -1.280 1.060 3.867 0.937
C -1.310 2.900 3.752 -0.445
C -1.821 3.711 4.947 -0.138
C 0.189 0.788 4.951 -0.426
C 0.071 1.124 6.431 -0.144
H -3.098 -1.293 4.123 0.046
H -3.863 -1.002 5.692 0.078
H -2.129 -1.367 5.608 0.071
H -3.568 1.135 4.493 0.083
H -2.554 1.139 5.955 0.066
H -0.292 3.208 3.469 0.073
H -1.937 3.097 2.871 -0.002
H -1.116 3.741 5.786 0.061
H -1.967 4.747 4.617 0.075
H -2.780 3.344 5.329 0.067
H 0.426 -0.280 4.827 0.065
H 1.003 1.363 4.487 0.070
H -0.789 0.640 6.906 0.065
H 0.971 0.758 6.940 0.078
H 0.009 2.203 6.616 0.061
```

=====

Record 2
C31H54Br2ClIN3O12 | the ωB97M-V functional and the def2-TZVPD basis

## Properties
- Strongest force on any atom: 0.79 eV Å⁻¹
- Highest occupied orbital energy: -11.86 eV
- LUMO energy: -2.8 eV
- Net charge: +1

```
104
Properties=species:S:1:pos:R:3:lowdin_charge:R:1
C -1.150 1.954 -1.929 0.015
C -2.237 1.220 -2.104 -0.156
C -2.265 -0.287 -2.170 -0.108
C -1.159 -0.940 -2.924 -0.126
C -0.536 -0.588 -4.059 -0.210
N -0.833 0.516 -4.853 0.143
N 0.464 -1.568 -4.299 0.062
C 1.452 -1.695 -5.384 -0.590
Cl 3.015 -1.087 -4.769 0.736
C 1.082 -1.077 -6.722 -0.247
C 2.276 -1.113 -7.696 -0.110
C 0.409 -2.482 -3.327 -0.191
C 1.206 -3.725 -3.159 -0.082
C 2.502 -3.578 -2.340 -0.324
C 3.434 -4.748 -2.626 -0.663
I 5.263 -4.475 -1.559 0.807
N -0.557 -2.115 -2.492 0.007
C -0.947 -2.795 -1.308 -0.747
Br -2.459 -3.892 -1.507 0.900
C -0.300 -2.601 -0.162 -0.737
C 0.845 -1.651 0.024 -0.095
Br -0.815 -3.459 1.415 0.863
H -1.200 2.983 -1.602 0.064
H -0.166 1.525 -2.094 0.058
H -3.206 1.703 -2.152 0.107
H -2.192 -0.614 -1.130 0.120
H -3.221 -0.658 -2.543 0.127
H -1.256 0.260 -5.736 0.107
H -0.034 1.111 -5.024 0.104
H 1.557 -2.762 -5.553 0.110
H 0.771 -0.046 -6.634 0.088
H 0.300 -1.696 -7.166 0.127
H 1.918 -1.065 -8.721 0.083
H 2.896 -0.233 -7.539 0.070
H 2.900 -1.993 -7.549 0.075
H 1.387 -4.160 -4.143 0.125
H 0.555 -4.427 -2.633 0.129
H 2.241 -3.630 -1.282 0.088
H 3.025 -2.650 -2.551 0.056
H 3.715 -4.805 -3.674 0.044
H 3.011 -5.697 -2.308 0.053
H 0.562 -0.894 0.755 0.091
H 1.105 -1.157 -0.912 0.084
H 1.721 -2.181 0.396 0.085
C -5.175 -6.325 0.504 -0.055
C -4.803 -6.391 -0.962 -0.254
O -4.796 -7.730 -1.467 0.037
C -6.005 -8.245 -1.718 -0.612
O -7.053 -7.671 -1.587 0.129
O -5.841 -9.491 -2.147 0.010
C -7.062 -10.198 -2.400 -0.028
H -4.521 -6.972 1.090 0.086
H -5.079 -5.302 0.870 0.078
H -6.201 -6.651 0.659 0.080
H -3.779 -6.040 -1.103 0.022
H -5.464 -5.770 -1.568 0.125
H -7.697 -9.640 -3.084 0.096
H -7.591 -10.380 -1.467 0.100
H -6.772 -11.143 -2.849 0.095
C 0.601 8.012 1.758 -0.064
C 0.094 7.936 0.335 -0.202
O 1.100 7.449 -0.573 0.044
C 1.317 6.142 -0.542 -0.614
O 0.743 5.333 0.142 0.113
O 2.295 5.860 -1.410 0.010
C 2.687 4.490 -1.408 -0.044
H 1.509 8.614 1.805 0.085
H -0.155 8.466 2.398 0.078
H 0.830 7.020 2.146 0.074
H -0.153 8.928 -0.036 0.124
H -0.798 7.315 0.257 0.123
H 1.828 3.840 -1.569 0.080
H 3.166 4.239 -0.463 0.097
H 3.400 4.364 -2.218 0.094
C 3.867 2.634 4.931 -0.055
C 3.879 2.227 3.475 -0.202
O 3.904 0.794 3.312 0.042
C 2.746 0.181 3.519 -0.616
O 1.696 0.707 3.782 0.119
O 2.934 -1.134 3.365 0.002
C 1.777 -1.925 3.643 -0.061
H 4.711 2.187 5.458 0.085
H 3.936 3.718 5.017 0.086
H 2.951 2.310 5.422 0.068
H 4.788 2.575 2.988 0.122
H 3.027 2.640 2.935 0.121
H 0.921 -1.572 3.074 0.047
H 1.543 -1.906 4.706 0.105
H 2.024 -2.940 3.344 0.090
C -0.609 3.131 6.375 -0.060
C 0.058 3.752 7.582 -0.209
O 0.851 4.897 7.229 0.034
C 0.166 6.013 6.983 -0.614
O -1.027 6.146 7.055 0.125
O 1.036 6.966 6.648 0.004
C 0.435 8.217 6.299 -0.035
H 0.134 2.892 5.612 0.071
H -1.125 2.215 6.660 0.081
H -1.336 3.813 5.935 0.076
H 0.765 3.054 8.027 0.121
H -0.667 4.027 8.347 0.124
H -0.225 8.563 7.091 0.097
H -0.122 8.122 5.369 0.090
H 1.255 8.916 6.169 0.094
```

=====

Record 3
C31H54BrClO2P2ReSi2 | the ωB97M-V functional and the def2-TZVPD basis

## Properties
- Strongest force on any atom: 6.68 eV Å⁻¹
- ⟨S²⟩: 3.774
- Highest occupied orbital energy (alpha / beta): -6.70 / -6.90 eV
- LUMO energy (alpha / beta): 0.2 / -1.9 eV
- Multiplicity: 4
- Net charge: 0

```
94
Properties=species:S:1:pos:R:3:lowdin_charge:R:1
Re -0.208 0.569 -0.256 1.367
C -0.169 2.579 0.354 -0.252
C 1.113 2.193 -0.131 -0.389
C 0.953 1.796 -1.524 -0.201
Si 2.605 2.018 0.994 0.524
C -0.416 1.900 -1.857 -0.220
C -1.141 2.366 -0.668 -0.415
Si -2.983 2.441 -0.375 0.529
H -0.377 2.995 1.340 0.109
H 1.782 1.496 -2.171 0.120
H -0.875 1.679 -2.812 0.113
Cl 0.780 -3.436 -3.089 -0.209
C -3.404 3.279 1.252 -0.160
C -3.799 3.346 -1.793 -0.160
C 2.226 2.680 2.702 -0.157
C 4.066 2.913 0.275 -0.161
H -3.104 4.105 -2.177 0.042
H -4.689 3.859 -1.407 0.039
H -4.102 2.703 -2.629 0.021
H -2.697 3.024 2.052 0.007
H -4.415 2.993 1.578 0.048
H -3.382 4.369 1.114 0.041
H 3.725 3.798 -0.275 0.041
H 4.681 2.310 -0.398 0.017
H 4.695 3.257 1.104 0.041
H 2.280 3.778 2.700 0.042
H 2.952 2.302 3.437 0.049
H 1.223 2.384 3.033 0.012
C -3.657 0.655 -0.268 -0.406
C 3.040 0.186 1.242 -0.421
P -2.616 -0.472 -1.227 1.017
H -4.710 0.615 -0.589 0.045
H -3.626 0.318 0.779 0.050
P 2.689 -0.842 -0.211 1.013
H 2.440 -0.226 2.070 0.006
H 4.097 0.114 1.541 0.046
C 3.334 -2.558 0.190 -0.534
C 3.994 -0.251 -1.485 -0.526
C -3.173 -0.064 -3.013 -0.514
C -3.277 -2.202 -1.059 -0.518
C -2.189 -3.222 -0.729 -0.118
H -3.664 -2.452 -2.061 0.088
C -4.397 -2.332 -0.032 -0.112
H -3.995 -2.170 0.975 0.064
H -4.788 -3.357 -0.076 0.088
H -5.237 -1.644 -0.204 0.068
H -1.369 -3.215 -1.451 0.003
H -2.634 -4.227 -0.747 0.090
H -1.800 -3.048 0.288 0.066
H -2.923 1.007 -3.110 0.068
C -4.678 -0.268 -3.203 -0.111
C -2.405 -0.862 -4.081 -0.111
H -5.296 0.434 -2.629 0.066
H -4.973 -1.296 -2.948 0.077
H -4.910 -0.112 -4.269 0.085
H -1.375 -0.503 -4.217 0.067
H -2.921 -0.731 -5.050 0.083
H -2.391 -1.945 -3.857 0.085
H 3.798 0.831 -1.537 0.062
C 3.775 -0.876 -2.872 -0.120
C 5.423 -0.494 -1.002 -0.121
H 5.687 0.064 -0.092 0.068
H 6.105 -0.181 -1.807 0.081
H 5.587 -1.566 -0.833 0.071
H 2.987 -0.369 -3.448 0.070
H 3.523 -1.944 -2.806 0.056
H 4.717 -0.785 -3.435 0.078
C 2.164 -3.537 0.332 -0.143
C 4.227 -2.617 1.420 -0.137
H 3.898 -2.841 -0.720 0.101
H 3.652 -2.373 2.319 0.014
H 5.099 -1.956 1.362 0.060
H 4.594 -3.645 1.523 0.084
H 1.497 -3.222 1.181 0.027
H 2.573 -4.561 0.561 0.093
H 1.609 -3.578 -0.639 -0.002
C 0.340 -1.166 -1.688 -0.381
H 0.135 -1.785 -0.744 -0.014
H 1.421 -0.898 -2.110 -0.034
H -0.484 -1.019 -2.529 -0.020
Br 1.263 -2.174 3.710 0.910
C 0.389 -0.547 4.145 -0.578
C 0.822 0.255 5.210 -0.110
C 0.102 1.418 5.496 -0.095
C -1.036 1.758 4.782 -0.087
C -1.504 0.961 3.741 -0.023
C -0.749 -0.167 3.405 -0.185
C -1.151 -1.050 2.267 -0.608
O -2.064 -1.866 2.403 0.073
O -0.458 -0.921 1.145 -0.274
H 1.717 -0.033 5.780 0.112
H 0.447 2.045 6.332 0.115
H -1.597 2.656 5.018 0.106
H -2.419 1.158 3.185 0.108
```